{"formula": "C20H28Cl18N3O2P", "method": "the ωB97M-V functional and the def2-TZVPD basis", "species": ["Cl", "Cl", "Cl", "O", "C", "H", "C", "O", "N", "H", "Cl", "C", "C", "H", "H", "Cl", "C", "Cl", "H", "H", "H", "H", "C", "P", "Cl", "H", "H", "H", "C", "H", "H", "H", "Cl", "C", "Cl", "Cl", "H", "Cl", "Cl", "Cl", "H", "C", "C", "H", "C", "Cl", "H", "Cl", "H", "C", "Cl", "N", "H", "C", "C", "H", "H", "H", "H", "N", "C", "H", "H", "C", "Cl", "H", "C", "C", "C", "C", "H", "Cl"], "positions_angstrom": [[0.57409, 1.50792, 10.02003], [0.19671, -10.03611, -1.28420], [1.29052, -2.22891, 0.37940], [-4.99863, 2.31757, 0.43893], [5.46698, 6.84208, 1.43537], [-5.13466, 4.22906, -1.33648], [-3.22953, -2.00959, -3.10471], [-5.30163, 3.47306, -1.92961], [2.89398, 5.51570, -1.14908], [-3.83102, -6.46399, -5.19896], [-2.62886, -3.18997, -4.27666], [-1.00957, 4.41567, -1.47779], [0.72170, 3.26790, 10.07173], [5.20530, 7.43380, 0.56384], [-4.27653, -2.21351, -2.90445], [-5.30531, -6.78644, -7.00859], [-1.73172, 1.72905, -0.64328], [1.38801, -9.18145, -3.81414], [2.80540, -1.07923, 1.76828], [-3.11893, -1.01365, -3.52146], [0.21454, 0.16642, 0.03942], [-4.37775, -4.92513, -5.90176], [-0.41365, 2.16613, -0.60954], [-4.53761, 2.17228, -1.18060], [3.71198, -3.25188, 1.66038], [0.83908, 6.99575, -2.06162], [3.11785, 5.35878, -0.16227], [-0.84382, -9.79211, -3.38104], [1.54556, 5.07354, -1.26757], [-3.15561, 4.62379, -1.91112], [1.95432, 2.65126, 3.15954], [2.91342, 6.52001, -1.31425], [-2.32819, -2.09978, -1.58711], [-2.73510, 2.66439, -1.12012], [0.99896, 4.68563, 6.51905], [-5.91070, -5.77859, -4.33221], [1.82974, -2.25927, 2.67118], [3.97961, 6.26016, 2.19932], [2.46690, -7.07225, -1.17400], [4.88372, -8.03302, 0.15544], [-4.96969, 3.27313, 0.62417], [0.12437, -10.15128, -3.04562], [0.04701, 4.86451, 5.04037], [0.07267, -6.39110, -2.89095], [-0.02680, 3.50176, -1.02035], [-1.40605, -6.69642, -4.69873], [-0.07895, 3.70469, 9.48281], [-2.00196, -5.70615, -2.01968], [2.97632, -7.04943, 1.12368], [-4.68251, -5.92062, -5.59671], [6.49760, 5.50247, 0.92775], [1.29688, 3.83101, -0.91291], [-0.46969, -4.84467, -3.58159], [1.70106, 1.99463, 2.28668], [1.18736, 1.58708, 1.26948], [-1.96078, 0.70217, -0.32781], [-1.00082, 4.70377, 5.27492], [0.25579, -11.18882, -3.33492], [6.00997, 7.45332, 2.14877], [-0.75984, 5.69997, -1.89310], [-0.77812, -5.84117, -3.28221], [1.51417, 1.08646, -0.77382], [3.94639, -5.87376, 0.20970], [2.38858, -2.08167, 1.75833], [0.54616, 3.69067, 3.80505], [0.18890, 5.86769, 4.65030], [0.65346, 1.18228, -0.08693], [-2.37918, 3.94273, -1.53092], [0.51799, 5.97940, -1.76670], [3.54408, -6.88137, 0.21433], [0.64578, 3.59633, 11.10316], [2.27027, 3.80730, 9.41411]], "energy_ha": -9718.37145, "gap_ev": 8.36, "multiplicity": 1, "charge": 0}